{
  "formula": "C17H36F6NO4PbS4Si4Te2",
  "method": "the ωB97M-V functional and the def2-TZVPD basis",
  "elements": ["Pb", "Te", "Te", "S", "S", "S", "S", "Si", "Si", "Si", "Si", "F", "F", "F", "F", "F", "F", "O", "O", "O", "O", "N", "C", "C", "C", "C", "C", "C", "C", "C", "C", "C", "C", "C", "C", "C", "C", "C", "C", "H", "H", "H", "H", "H", "H", "H", "H", "H", "H", "H", "H", "H", "H", "H", "H", "H", "H", "H", "H", "H", "H", "H", "H", "H", "H", "H", "H", "H", "H", "H", "H", "H", "H", "H", "H"],
  "positions_angstrom": [[1.161, -0.649, -2.430], [-1.256, -2.208, -2.822], [1.082, -0.205, 0.397], [-0.104, 1.967, -3.019], [4.503, -0.112, -0.754], [0.075, -3.179, -5.761], [3.205, -2.520, 0.000], [-0.212, 0.881, 3.705], [-0.976, 0.722, 1.492], [-2.959, -0.517, 1.609], [-1.568, 2.917, 0.929], [6.597, -0.176, 0.877], [4.229, -4.939, -0.450], [6.870, 1.002, -0.915], [5.073, -3.360, -1.658], [6.918, -1.156, -1.021], [5.620, -3.533, 0.424], [2.668, -3.097, 1.189], [4.370, -0.483, -2.140], [2.434, -2.591, -1.233], [4.113, 1.217, -0.391], [4.060, -1.220, 0.284], [0.411, -4.810, -6.168], [-1.528, 1.296, 4.999], [0.973, 2.594, -4.323], [-0.377, -4.944, -3.994], [-4.388, 0.310, 2.533], [-3.669, -0.840, -0.103], [-2.430, 3.882, 2.310], [-2.667, -2.181, 2.442], [-0.461, -3.595, -4.181], [1.123, 2.206, 3.838], [0.574, -0.734, 4.272], [6.326, -0.117, -0.427], [-1.603, 1.650, -3.980], [-2.797, 3.019, -0.506], [0.126, -5.642, -5.129], [4.609, -3.657, -0.442], [-0.045, 3.921, 0.471], [-3.912, 0.101, -0.604], [0.275, -6.712, -5.168], [0.655, 3.593, -4.614], [-4.687, 1.235, 2.031], [-2.760, 4.863, 1.962], [0.951, 1.923, -5.181], [0.799, -5.058, -7.143], [1.886, 2.025, 3.076], [1.117, -0.615, 5.213], [-2.075, 2.204, 4.735], [-0.662, -5.421, -3.068], [1.611, 2.205, 4.815], [0.591, 4.056, 1.350], [-1.342, 1.198, -4.935], [-2.212, 0.958, -3.402], [-3.491, -2.877, 2.271], [1.982, 2.631, -3.915], [-1.751, -2.639, 2.059], [0.714, 3.204, 3.659], [-4.566, -1.462, -0.077], [-2.418, 2.493, -1.385], [-1.765, 4.029, 3.165], [-3.004, 4.053, -0.791], [-2.932, -1.353, -0.723], [-0.289, 4.908, 0.069], [-2.263, 0.489, 5.071], [-1.083, 1.440, 5.986], [-3.307, 3.340, 2.675], [-0.179, -1.515, 4.404], [0.555, 3.385, -0.269], [-2.142, 2.584, -4.134], [-2.539, -2.057, 3.521], [-4.116, 0.572, 3.558], [1.277, -1.095, 3.517], [-5.255, -0.354, 2.571], [-3.743, 2.549, -0.224]],
  "gap_ev": 6.7885,
  "charge": -1,
  "relative_energy_kcal_mol": 31.0,
  "spin_multiplicity": 1
}

{
  "formula": "C17H36N3O5",
  "method": "the ωB97M-V functional and the def2-TZVPD basis",
  "elements": ["O", "O", "O", "O", "O", "N", "N", "N", "C", "C", "C", "C", "C", "C", "C", "C", "C", "C", "C", "C", "C", "C", "C", "C", "C", "H", "H", "H", "H", "H", "H", "H", "H", "H", "H", "H", "H", "H", "H", "H", "H", "H", "H", "H", "H", "H", "H", "H", "H", "H", "H", "H", "H", "H", "H", "H", "H", "H", "H", "H", "H"],
  "positions_angstrom": [[3.608, 0.147, 0.221], [-3.262, -1.275, -1.736], [-7.540, -0.085, 0.107], [6.579, -1.098, 3.753], [-2.827, -0.213, -3.710], [-8.524, -2.095, 0.199], [5.234, -1.068, -0.719], [5.696, 0.098, 5.430], [5.726, 1.234, -0.010], [4.771, 0.079, -0.154], [1.301, 0.993, -2.372], [-3.463, -0.207, -2.605], [-0.064, 1.665, -2.857], [-1.129, 1.911, -1.655], [4.704, 0.907, 6.104], [-7.418, -1.297, 0.222], [-2.408, 2.622, -2.368], [-4.494, 0.930, -2.144], [1.149, -0.490, -1.776], [4.412, -0.164, 3.350], [5.643, -0.430, 4.175], [-8.591, -3.535, 0.318], [-6.076, -1.957, 0.391], [-3.797, 2.285, -1.652], [6.562, -1.347, -1.221], [3.531, -0.574, 3.848], [4.535, -1.796, -0.781], [4.405, 0.391, 7.020], [0.080, 2.705, -3.339], [4.515, -0.646, 2.380], [0.065, -0.842, -1.788], [-5.266, 1.124, -2.962], [1.802, 1.708, -1.641], [6.550, -0.123, 5.922], [-1.443, 0.919, -1.156], [-2.220, 3.755, -2.241], [-9.064, -3.933, -0.583], [4.294, 0.910, 3.191], [5.211, 2.073, 0.456], [-5.055, 0.496, -1.235], [7.233, -0.498, -1.106], [1.556, -0.478, -0.704], [-2.403, 2.438, -3.499], [6.482, -1.606, -2.280], [-9.212, -3.780, 1.184], [1.746, -1.203, -2.436], [-9.386, -1.583, 0.083], [-7.608, -3.984, 0.439], [6.083, 1.549, -0.993], [1.984, 0.906, -3.298], [3.827, 1.084, 5.486], [6.963, -2.203, -0.674], [6.568, 0.947, 0.625], [-3.650, 2.353, -0.513], [5.161, 1.864, 6.367], [-5.294, -1.198, 0.390], [-6.039, -2.490, 1.345], [-0.702, 2.558, -0.815], [-0.637, 1.040, -3.633], [-5.889, -2.645, -0.436], [-4.515, 3.154, -1.911]],
  "gap_ev": 5.8062,
  "charge": -1,
  "spin_multiplicity": 1
}

{
  "formula": "C17H36NO5P2",
  "method": "the ωB97M-V functional and the def2-TZVPD basis",
  "elements": ["P", "P", "O", "O", "O", "O", "O", "N", "C", "C", "C", "C", "C", "C", "C", "C", "C", "C", "C", "C", "C", "C", "C", "C", "C", "H", "H", "H", "H", "H", "H", "H", "H", "H", "H", "H", "H", "H", "H", "H", "H", "H", "H", "H", "H", "H", "H", "H", "H", "H", "H", "H", "H", "H", "H", "H", "H", "H", "H", "H", "H"],
  "positions_angstrom": [[-0.891, -2.248, -0.804], [3.283, 0.813, -0.040], [-5.102, 0.183, 1.448], [4.316, -0.329, -0.473], [3.490, 1.878, -1.199], [0.353, -2.219, -1.919], [3.492, 1.346, 1.317], [-3.994, -0.221, 0.971], [-2.758, 0.701, 2.869], [-0.642, 0.571, -1.511], [-4.049, -0.857, -0.385], [-3.098, 2.068, 0.791], [-2.845, 0.640, 1.316], [4.324, 3.019, -0.909], [-1.514, 0.055, 0.819], [0.898, 0.597, -1.528], [-1.445, -0.447, -0.647], [-4.165, -2.386, -0.196], [0.147, -2.607, 0.666], [4.450, -1.450, 0.420], [5.397, -1.186, 1.577], [5.803, 2.686, -0.730], [-5.324, -0.384, -1.104], [1.620, 0.126, -0.260], [-2.876, -0.428, -1.266], [-3.510, 0.045, 3.303], [1.249, -0.029, -2.347], [0.446, -1.738, 1.243], [-3.618, -2.726, 0.679], [-3.517, 2.039, -0.215], [-0.049, -2.229, -2.789], [-5.266, -0.757, -2.130], [-2.860, -1.109, -2.121], [-3.049, 0.571, -1.665], [-5.214, -2.663, -0.121], [6.210, 3.279, 0.086], [3.927, 3.560, -0.054], [-0.990, 1.557, -1.194], [4.206, 3.666, -1.777], [3.480, -1.789, 0.788], [-0.391, -3.308, 1.300], [6.291, -0.676, 1.229], [1.054, -3.094, 0.306], [1.205, 1.607, -1.790], [-1.200, -0.703, 1.531], [-5.376, 0.701, -1.156], [-1.781, 0.396, 3.234], [-3.848, 2.549, 1.412], [-2.979, 1.699, 3.239], [1.768, -0.948, -0.347], [-6.218, -0.802, -0.658], [-0.981, 0.471, -2.546], [4.851, -2.257, -0.192], [4.910, -0.619, 2.364], [-2.170, 2.633, 0.789], [-0.805, 0.876, 0.928], [5.956, 1.635, -0.499], [-3.766, -2.888, -1.075], [5.682, -2.154, 1.993], [6.363, 2.904, -1.638], [1.118, 0.380, 0.668]],
  "gap_ev": [8.5342, 8.9588],
  "charge": 0,
  "relative_energy_kcal_mol": 0.0,
  "spin_multiplicity": 2
}

{
  "formula": "C17H37BFNO5",
  "method": "the ωB97M-V functional and the def2-TZVPD basis",
  "elements": ["F", "O", "O", "O", "O", "O", "N", "C", "C", "C", "C", "C", "C", "C", "C", "C", "C", "C", "C", "C", "C", "C", "C", "C", "B", "H", "H", "H", "H", "H", "H", "H", "H", "H", "H", "H", "H", "H", "H", "H", "H", "H", "H", "H", "H", "H", "H", "H", "H", "H", "H", "H", "H", "H", "H", "H", "H", "H", "H", "H", "H", "H"],
  "positions_angstrom": [[-1.409, 0.022, -3.375], [-4.840, 2.191, 4.794], [-3.695, 4.061, -0.693], [-2.937, 2.065, 0.557], [0.681, -2.478, -0.391], [-0.168, -0.804, 1.004], [-1.425, -3.378, 0.194], [5.851, -0.031, -1.085], [-6.363, 2.236, 1.021], [4.670, 0.074, 0.051], [-3.870, 3.185, 0.306], [2.447, -0.975, 1.012], [0.901, -2.557, 2.309], [-2.637, -0.394, 0.055], [-0.744, -2.352, -0.736], [-2.963, 1.101, -0.554], [7.052, 1.042, -0.675], [-0.085, -0.695, -3.461], [3.264, -0.720, -0.387], [-1.291, -2.844, -2.201], [-1.066, -0.837, -0.197], [-0.431, -2.298, -3.485], [-5.213, 3.384, 1.242], [6.520, 2.612, -0.654], [1.001, -1.740, 0.847], [5.444, 2.609, -1.171], [4.329, 1.174, 0.303], [0.348, -0.405, -4.526], [3.135, -1.678, 1.678], [5.048, -0.463, 1.036], [-6.899, 2.392, -0.019], [-0.235, -2.448, 2.657], [7.254, 3.356, -1.204], [0.560, -2.906, -3.706], [5.470, 0.177, -2.192], [-0.613, 0.049, -0.825], [-4.854, 3.399, 2.367], [0.625, -0.409, -2.575], [-7.175, 2.374, 1.876], [7.890, 1.008, -1.521], [2.707, 0.013, -1.143], [1.519, -1.934, 3.118], [-2.449, -2.573, -2.286], [-5.938, 1.145, 1.085], [6.341, 2.974, 0.448], [-1.261, -4.036, -2.216], [-4.016, 1.150, -1.112], [-2.801, -0.403, 1.235], [-2.175, 1.475, -1.352], [-4.369, 2.680, 5.516], [-5.685, 4.435, 0.995], [7.554, 0.793, 0.368], [3.536, -1.714, -0.942], [-3.392, -1.204, -0.373], [-0.762, -4.161, 0.420], [-5.250, 1.354, 5.132], [1.242, -3.676, 2.229], [-1.767, -2.912, 1.066], [2.390, 0.055, 1.595], [-4.241, 2.016, 4.025], [-1.120, -2.474, -4.443], [6.365, -1.101, -1.040]],
  "gap_ev": 2.1603,
  "charge": 0,
  "relative_energy_kcal_mol": 205.3,
  "spin_multiplicity": 1
}